(1)
{"formula": "C26H39Cl5N4NaO4", "method": "ωB97M-V with the def2-TZVPD basis set", "symbols": ["Na", "C", "C", "C", "C", "C", "C", "N", "C", "C", "N", "C", "C", "O", "O", "C", "C", "C", "C", "C", "C", "N", "C", "C", "N", "C", "C", "O", "O", "H", "H", "H", "H", "H", "H", "H", "H", "H", "H", "H", "H", "H", "H", "H", "H", "H", "H", "H", "H", "H", "H", "H", "H", "H", "H", "H", "H", "H", "H", "H", "H", "H", "H", "H", "H", "H", "H", "H", "Cl", "C", "C", "C", "Cl", "C", "Cl", "C", "Cl", "C", "Cl"], "positions_angstrom": [[1.177683, 2.216724, 2.013086], [-1.066763, 2.399429, -3.914005], [-0.935221, 1.420638, -2.739048], [0.160066, 0.406452, -3.053307], [0.146133, -0.965012, -2.353922], [-1.261167, -1.549370, -2.288966], [1.072649, -1.895526, -3.138450], [0.690671, -0.833435, -0.932402], [0.698229, -2.113364, -0.137275], [-0.364497, -2.267174, 0.932824], [-0.294797, -1.392071, 2.083506], [0.930254, -1.616590, 2.854125], [1.273635, -0.468410, 3.843024], [1.777293, -0.753681, 4.927968], [0.988776, 0.667745, 3.370743], [-1.548122, -1.574475, 2.853326], [-1.398931, -1.462187, 4.369853], [-2.740239, -0.760921, 2.313546], [-2.806781, 0.782995, 2.347583], [-4.303338, 1.150752, 2.332539], [-2.205633, 1.414652, 3.600518], [-2.071657, 1.354358, 1.205122], [-2.764500, 1.481838, -0.063715], [-2.065447, 2.515196, -0.925551], [-0.763690, 2.076710, -1.434040], [0.191450, 3.202375, -1.459275], [0.750108, 3.426312, -0.042519], [-0.041990, 3.812752, 0.851428], [1.946689, 3.096989, 0.140938], [-1.443180, 1.882594, -4.799057], [-0.101122, 2.837485, -4.173465], [-1.754334, 3.213930, -3.682864], [-1.884564, 0.884187, -2.666830], [1.149722, 0.854010, -2.942196], [0.064383, 0.168816, -4.117227], [-1.696180, -1.529403, -3.290010], [-1.913185, -0.983891, -1.623555], [-1.250826, -2.587611, -1.957213], [0.777704, -1.875534, -4.187544], [1.014899, -2.930268, -2.800290], [2.110147, -1.574940, -3.044982], [0.176202, -0.087366, -0.442530], [1.712635, -0.583522, -0.998604], [1.709808, -2.212043, 0.236611], [0.563370, -2.926832, -0.842937], [-0.300508, -3.329925, 1.244368], [-1.347315, -2.156112, 0.467112], [1.764731, -1.629564, 2.149505], [0.939498, -2.586722, 3.371433], [-1.865153, -2.625146, 2.699376], [-1.003926, -0.511595, 4.708833], [-0.748586, -2.241195, 4.762577], [-2.386810, -1.594257, 4.818666], [-3.603959, -1.138009, 2.874765], [-2.937989, -1.052873, 1.274844], [-4.761741, 0.858000, 3.279010], [-4.850459, 0.645521, 1.532956], [-4.432108, 2.229343, 2.211829], [-2.632588, 0.984075, 4.506631], [-2.436927, 2.484193, 3.600759], [-1.123389, 1.282113, 3.622964], [-1.694471, 2.263423, 1.452810], [-3.806788, 1.810291, 0.041197], [-2.805719, 0.512022, -0.577443], [-1.904371, 3.397087, -0.306699], [-2.726317, 2.817725, -1.751918], [-0.294845, 4.115528, -1.830911], [1.025171, 2.959370, -2.114678], [3.638495, -3.841031, -0.718003], [4.453558, -2.326210, -1.186715], [3.714647, -1.160113, -1.258181], [4.461402, -0.072684, -1.696896], [3.617960, 1.455723, -1.894105], [5.817625, -0.099424, -2.005107], [6.657249, 1.314198, -2.537418], [6.502712, -1.306486, -1.883393], [8.190106, -1.388401, -2.252231], [5.814229, -2.443604, -1.476626], [6.660211, -3.948560, -1.354260]], "atomic_forces_ev_per_a": [[0.0526, 0.0514, 0.2973], [0.0350, 0.0124, -0.0397], [0.0062, 0.0682, -0.0017], [0.0331, -0.1056, -0.1013], [-0.0408, 0.0044, 0.2058], [-0.0087, -0.0099, -0.0383], [0.0008, -0.0444, 0.0194], [-0.3176, -0.1030, -0.0322], [-0.0793, 0.1331, -0.0873], [-0.0555, -0.0339, -0.1048], [-0.0103, 0.0299, 0.0390], [0.0173, -0.0062, -0.0028], [-0.2299, -0.3165, -0.3250], [0.0405, -0.0213, -0.0643], [0.2230, 0.3024, 0.4318], [0.0634, -0.0266, -0.0354], [-0.0142, 0.0416, 0.0707], [-0.0580, -0.0451, 0.0149], [-0.0060, 0.0133, 0.0153], [-0.0185, 0.0123, -0.0125], [0.0280, -0.0190, -0.0168], [-0.0185, 0.0011, 0.0053], [-0.0218, -0.0467, 0.0143], [0.0187, 0.0597, 0.0413], [0.0179, 0.0119, -0.0487], [-0.0670, -0.0465, 0.0323], [0.2510, -0.1827, -0.4565], [-0.2457, 0.0398, 0.1732], [-0.1737, 0.1243, -0.1202], [-0.0032, -0.0073, 0.0132], [-0.0067, 0.0030, 0.0190], [-0.0068, -0.0114, 0.0051], [0.0020, -0.0193, -0.0107], [0.0430, 0.0522, 0.0780], [0.0259, 0.0277, 0.0046], [-0.0022, 0.0103, 0.0002], [0.0289, -0.0110, -0.0084], [0.0171, 0.0000, -0.0009], [-0.0154, -0.0147, -0.0029], [0.0192, 0.0198, 0.0261], [-0.0296, 0.0258, -0.0646], [0.0653, 0.0117, 0.0216], [0.2506, -0.0484, -0.1337], [0.0623, 0.0175, 0.1114], [0.0876, -0.0375, 0.0036], [0.0006, -0.0105, -0.0270], [0.0086, 0.0423, 0.0294], [0.0327, -0.0143, 0.0478], [-0.0414, 0.0072, 0.0291], [-0.0068, -0.0100, -0.0059], [0.0313, -0.0165, -0.0345], [0.0050, -0.0035, -0.0055], [0.0086, -0.0201, -0.0074], [0.0042, 0.0120, -0.0104], [0.0426, 0.0083, -0.0052], [0.0156, 0.0032, 0.0081], [0.0068, -0.0007, 0.0045], [-0.0063, -0.0032, -0.0012], [-0.0200, 0.0096, -0.0169], [0.0318, 0.0056, -0.0109], [-0.0194, 0.0107, 0.0149], [0.0081, -0.0017, 0.0116], [-0.0172, 0.0223, 0.0029], [-0.0099, 0.0141, 0.0162], [-0.0008, 0.0184, -0.0242], [-0.0143, -0.0441, -0.0119], [0.0472, 0.0342, 0.0062], [0.0232, -0.0376, 0.0234], [-0.0382, 0.1562, -0.0209], [-0.0525, -0.1977, 0.0442], [0.1429, 0.0576, -0.0134], [-0.1783, -0.0012, -0.0232], [0.0263, 0.0087, 0.0599], [-0.0381, -0.0773, 0.0197], [0.0344, 0.0257, -0.0182], [0.0723, 0.0411, -0.0268], [-0.0111, -0.0074, 0.0057], [-0.0495, 0.0658, -0.0021], [0.0018, -0.0141, 0.0075]], "homo_lumo_gap_ev": 7.92, "charge": -1, "e_homo_ev": -5.80, "e_tot_ev": -108777.678}

***

(2)
{"formula": "C26H39Co2O6Sn", "method": "ωB97M-V with the def2-TZVPD basis set", "symbols": ["C", "C", "C", "C", "Sn", "C", "C", "C", "C", "C", "C", "C", "C", "C", "C", "C", "C", "C", "H", "H", "H", "H", "H", "H", "H", "H", "H", "H", "H", "H", "H", "H", "H", "H", "H", "H", "H", "H", "H", "H", "H", "H", "H", "H", "H", "H", "H", "H", "H", "H", "H", "H", "H", "H", "O", "C", "Co", "C", "O", "C", "O", "C", "C", "C", "Co", "C", "O", "C", "O", "C", "O", "H", "H", "H"], "positions_angstrom": [[-4.783530, 1.426599, -4.673110], [-4.140714, 1.300542, -3.292325], [-2.714594, 1.861969, -3.246770], [-2.046247, 1.748341, -1.862487], [-0.433999, 0.295517, -1.788914], [-1.207690, -1.645729, -2.368688], [-2.307051, -2.157488, -1.433992], [-2.832108, -3.541238, -1.839358], [-3.916119, -4.049384, -0.897470], [1.123334, 1.026826, -3.112171], [1.555586, 2.479771, -2.841888], [1.199127, 3.449696, -3.972761], [1.678105, 4.873520, -3.700455], [0.269116, 0.016618, 0.303941], [0.837765, 1.296033, 0.728472], [2.145505, 1.658379, 0.637150], [2.532133, 3.032105, 1.109618], [3.214616, 0.797060, 0.032261], [-5.831845, 1.120681, -4.629618], [-4.749486, 2.459826, -5.033032], [-4.276814, 0.790138, -5.405767], [-4.749331, 1.839913, -2.555084], [-4.136292, 0.245596, -2.982733], [-2.109917, 1.362048, -4.022080], [-2.744968, 2.924916, -3.541117], [-1.576739, 2.696333, -1.570217], [-2.748117, 1.442314, -1.075799], [-1.562651, -1.544857, -3.402475], [-0.331235, -2.307575, -2.362737], [-1.927177, -2.214733, -0.401150], [-3.151219, -1.448114, -1.410598], [-3.220267, -3.484892, -2.862590], [-1.991017, -4.243664, -1.855115], [-4.256736, -5.037290, -1.212202], [-3.540429, -4.131302, 0.126280], [-4.780228, -3.379337, -0.893708], [1.956892, 0.325367, -2.984622], [0.704155, 0.893025, -4.118730], [1.116565, 2.852728, -1.900900], [2.645493, 2.501818, -2.672103], [1.647680, 3.080041, -4.903383], [0.111358, 3.449370, -4.126755], [1.471339, 5.511770, -4.563015], [1.168843, 5.305502, -2.832667], [2.756567, 4.899278, -3.514456], [-0.669759, -0.236955, 0.812346], [0.957176, -0.837923, 0.251410], [0.137107, 2.001335, 1.186266], [3.602839, 3.209662, 0.967157], [1.973522, 3.806918, 0.562760], [2.299532, 3.157018, 2.176058], [4.122068, 1.400617, -0.119258], [3.512748, -0.033255, 0.687215], [2.923306, 0.361134, -0.936724], [1.745560, -5.157839, 2.674360], [1.705282, -4.511106, 3.630986], [1.607040, -3.586364, 5.115916], [-0.130685, -3.249068, 4.984233], [-1.279858, -3.157785, 4.906935], [1.764589, -5.018192, 6.116485], [1.832976, -5.966425, 6.772559], [2.911248, -2.198404, 4.620032], [2.453670, -0.963934, 4.180578], [2.324598, -0.157125, 3.117939], [2.096758, -1.258016, 5.913377], [0.435826, -0.636800, 5.842929], [-0.654981, -0.254881, 5.856921], [2.917542, 0.087754, 6.776225], [3.407740, 0.958945, 7.355740], [1.811135, -2.468389, 7.280660], [1.713314, -2.852988, 8.371977], [3.928331, -2.552162, 4.437190], [2.012283, 0.877380, 3.274548], [2.471433, -0.541189, 2.108499]], "atomic_forces_ev_per_a": [[-0.0368, -0.0970, 0.1371], [0.1670, 0.1009, -0.0118], [0.0046, 0.1262, -0.0008], [0.3826, -0.2079, 0.0870], [-0.0127, -0.1619, 0.5603], [0.1938, 0.4044, -0.0811], [0.0703, -0.0828, -0.0497], [0.0687, 0.2851, 0.1428], [0.0400, -0.1080, -0.0836], [-0.2799, -0.3601, 0.2117], [0.0655, 0.0803, 0.2037], [0.1063, -0.1597, 0.1567], [-0.0971, -0.0296, -0.1120], [-0.7440, -0.3331, -1.3733], [1.7027, 0.5252, 0.2704], [-1.7517, -0.0536, -0.2434], [0.0281, 0.2787, 0.2021], [0.3774, -0.0797, -0.1643], [0.0487, 0.0099, -0.0977], [0.0181, -0.0905, 0.0289], [-0.0246, 0.1021, 0.0516], [0.0786, -0.0858, -0.0552], [0.0389, 0.1571, -0.0169], [-0.1551, 0.0838, 0.0753], [-0.0737, -0.2744, -0.0049], [-0.2662, -0.1330, 0.0701], [-0.0112, 0.2926, -0.1786], [-0.0038, -0.2526, 0.1041], [-0.2690, -0.0609, -0.0951], [-0.0739, 0.0304, -0.2119], [0.1712, -0.1263, -0.0082], [0.0351, -0.0319, 0.0268], [-0.0682, 0.0401, -0.0242], [-0.0707, -0.0070, 0.0815], [-0.0485, 0.0269, -0.0693], [0.0466, -0.0212, 0.0322], [-0.1338, 0.1623, -0.2586], [0.3083, 0.0965, 0.0470], [0.1217, -0.0184, -0.2359], [-0.2744, 0.0802, -0.0918], [-0.0620, 0.0382, 0.0557], [0.1079, -0.0414, 0.0113], [0.0282, 0.0559, 0.0797], [0.0941, -0.0654, -0.0573], [-0.1074, -0.0121, 0.0155], [0.4609, -0.1117, 0.1591], [-0.1944, 0.2669, 0.3230], [0.2008, -0.0756, -0.1295], [-0.1777, 0.0868, 0.0846], [0.2125, -0.0962, 0.1072], [0.1494, 0.0315, -0.1743], [-0.2340, -0.2263, -0.1216], [-0.0974, 0.1839, -0.1839], [0.0161, 0.1245, 0.2463], [-0.2004, 0.4182, 0.8153], [0.7739, 0.2748, -0.7676], [-0.8135, -0.3074, -0.4395], [-1.5860, 0.1609, -0.1878], [0.9914, -0.0899, 0.0464], [0.7994, -0.5774, 1.2883], [-0.2322, 0.3735, -0.5200], [1.2553, -1.5020, -2.1815], [0.8019, -0.0248, -3.1424], [-0.0759, -0.2059, 0.9913], [-1.8783, 0.6506, 4.7218], [-2.0174, 0.9168, 0.2945], [1.4293, -0.3948, -0.1915], [0.9451, 0.0031, 0.6177], [-0.6964, -0.8040, -0.7822], [0.7557, 0.7553, 0.9295], [-0.1729, -0.1157, -1.2609], [-0.1066, 0.3136, 0.1532], [-0.0816, -0.3120, -0.2966], [0.0334, 0.2011, 0.4751]], "homo_lumo_gap_ev": 6.40, "charge": -1, "e_homo_ev": -4.26, "e_tot_ev": -120962.403}